Density functional theory data (the ωB97M-V functional and the def2-TZVPD basis) for a single C3H7N3O2 molecule.

XYZ file:
```
15
Properties=species:S:1:pos:R:3
H -0.58672 -0.75005 -2.39395
O -0.38168 -0.72147 1.95580
H 2.93471 0.08769 1.40936
C -1.40710 -0.45873 -1.61666
N 1.19105 1.25994 0.71013
H -1.97128 0.24040 -2.10506
C 2.15865 0.23067 0.55342
C -0.77617 -0.13428 -0.34561
H -2.12578 -1.23705 -1.53037
H 0.37531 1.33141 -1.01691
H 1.15572 1.78030 1.77297
N -1.38745 -0.77569 0.64033
N 0.00430 1.15295 -0.04453
H -1.32789 -1.27490 2.38735
O 2.14433 -0.73121 -0.37626
```

Calculated values
- LUMO (Ha) = 0.0236
- SMILES string = C/C(=N/O)NNC=O
- total energy (eV) = -11783.3758
- energy above the lowest of the compared OMol25 structures with the same formula, charge and spin (kcal per mole) = 183.0
- highest occupied orbital energy (eV) = -9.37